# 1
A structure of composition C11H19F6NO5PSn. Source: the Open Molecules 2025 dataset; level of theory: ωB97M-V/def2-TZVPD.

Output
**Multiplicity**: 2
**HOMO (alpha / beta)**: -2.0 / -1.9 eV
**E_LUMO (alpha / beta)**: 5.12 / 5.11 eV
**Total charge**: -2
**Max |F|**: 0.6 eV/Å

CARTESIAN COORDINATES (ANGSTROEM)
1 Sn -0.3824 -0.0030 -0.0479
2 P -3.6849 2.1091 0.3860
3 F -3.7230 3.1311 1.6484
4 F -2.7296 1.1029 1.2569
5 F -4.9912 1.3420 0.9703
6 F -4.6518 3.1094 -0.4536
7 F -2.3780 2.8559 -0.1859
8 F -3.6446 1.0870 -0.8659
9 O 1.0161 1.4480 -1.6794
10 O 2.8340 2.6623 -2.2070
11 O 1.0976 -1.2499 2.7188
12 O 2.8745 -3.0165 -0.8823
13 O 1.0580 -1.8961 -0.1949
14 N 2.5062 0.2760 0.3298
15 C 3.0252 -0.6441 -0.6563
16 C 2.2865 -1.9818 -0.5712
17 C -2.1530 -1.7815 -2.8304
18 C 1.8076 -0.0251 2.6817
19 C 2.1474 1.9616 -1.4486
20 C 2.9538 -0.0624 1.6773
21 C -1.4792 -3.7534 -1.4525
22 C -2.3774 -2.5023 -1.4896
23 C -3.8520 -2.9160 -1.3962
24 C -1.9887 -1.5667 -0.3740
25 C 2.7681 1.6541 -0.0413
26 H -0.4356 -3.4437 -1.3961
27 H 2.2938 2.3095 0.6964
28 H 2.7819 -0.2481 -1.6436
29 H 3.8445 1.8845 -0.0823
30 H 2.1910 0.1354 3.6943
31 H -1.1055 -1.4816 -2.9091
32 H -4.1428 -3.5337 -2.2530
33 H -2.7465 -1.5430 0.4176
34 H 4.1127 -0.7939 -0.5971
35 H -4.0335 -3.4830 -0.4803
36 H 3.3419 -1.0849 1.6788
37 H -4.4844 -2.0260 -1.3821
38 H -1.6976 -4.3603 -0.5711
39 H 0.9683 -1.5541 1.8037
40 H 1.1441 0.8116 2.4218
41 H 3.7649 0.6087 2.0030
42 H -2.7723 -0.8841 -2.8721
43 H -1.6337 -4.3681 -2.3463
44 H -2.4044 -2.4324 -3.6744

natural (NBO) population analysis, charges in e, atoms 1 to 8: number 1, Sn, carries 1.418; number 2, P, carries 2.602; number 3, F, carries -0.598; number 4, F, carries -0.595; number 5, F, carries -0.598; number 6, F, carries -0.599; number 7, F, carries -0.582; number 8, F, carries -0.588

***

# 2
A cluster of 2 separate species, C4H10O in total in a non-equilibrium geometry. Source: the Open Molecules 2025 dataset; level of theory: ωB97M-V/def2-TZVPD.

Output
**Multiplicity**: 2
**HOMO (alpha / beta)**: 0.7 / -2.9 eV
**E_LUMO (alpha / beta)**: 4.38 / 4.32 eV
**Total charge**: -1
**Max |F|**: 1.9 eV/Å
**Energy above the lowest of the compared OMol25 structures with the same formula, charge and spin**: 5.2 kcal/mol

CARTESIAN COORDINATES (ANGSTROEM)
1 O 1.2898 1.1383 -1.1600
2 C 1.0980 -0.0951 -1.4620
3 C -1.3309 1.4430 0.7245
4 C 1.7403 -1.2453 -0.7023
5 C -1.2629 -0.0424 1.1302
6 H -1.7196 -0.6378 0.3395
7 H -0.6018 1.5035 -0.0816
8 H 1.0223 -1.9134 -0.2195
9 H -0.2546 -0.4197 1.2892
10 H -2.3243 1.7379 0.3826
11 H -1.1124 2.0718 1.5894
12 H 0.5736 -0.3926 -2.3887
13 H -1.7391 -0.3130 2.0870
14 H 2.5301 -0.8280 -0.0788
15 H 2.0917 -2.0071 -1.4494

natural (NBO) population analysis, charges in e, atoms 1 to 8: number 1, O, carries -0.820; number 2, C, carries -0.010; number 3, C, carries -0.633; number 4, C, carries -0.708; number 5, C, carries -0.605; number 6, H, carries 0.195; number 7, H, carries 0.286; number 8, H, carries 0.167

***

# 3
The molecule C17H21N3O2 in a non-equilibrium geometry. Source: the Open Molecules 2025 dataset; level of theory: ωB97M-V/def2-TZVPD.

Output
**HOMO**: -8.6 eV
**SMILES string**: CCCCNC(=O)Cn1nc(-c2ccc(C)cc2)ccc1=O
**E_LUMO**: -0.29 eV
**Max |F|**: 1.0 eV/Å
**Energy above the lowest of the compared OMol25 structures with the same formula, charge and spin**: 29.2 kcal/mol

CARTESIAN COORDINATES (ANGSTROEM)
1 O 0.9007 3.0922 2.4642
2 O -1.3486 -0.3281 4.1514
3 N 1.1365 1.5942 0.7865
4 N -0.9413 0.0646 1.9469
5 N -0.7694 -0.3394 0.7024
6 C -0.4781 -1.2224 -3.3263
7 C 1.3486 4.9321 -0.5713
8 C -1.2826 -2.1752 2.6603
9 C 1.0659 3.6539 -1.3520
10 C -1.0981 -2.5820 1.3850
11 C -0.8176 -1.6048 0.3838
12 C 0.0627 -3.4769 -2.7577
13 C -0.7184 -0.9426 -1.9978
14 C -0.5752 -1.9318 -1.0227
15 C 0.4998 2.1398 1.8316
16 C 2.1668 2.6026 -1.2027
17 C -1.2002 -0.7770 3.0319
18 C -0.1761 -3.2050 -1.4246
19 C -0.8584 1.4905 2.1655
20 C 0.1482 -2.8020 -5.1753
21 C 2.3603 2.1287 0.2391
22 C -0.0859 -2.4949 -3.7296
23 H -1.6114 1.9970 1.5522
24 H -1.0304 0.0455 -1.6968
25 H 1.3193 4.7492 0.4993
26 H 0.5998 5.6857 -0.8040
27 H 0.3746 -4.4697 -3.0491
28 H 0.8597 -3.6161 -5.2906
29 H -1.5081 -2.8651 3.4589
30 H -0.0270 -3.9865 -0.6951
31 H 2.3270 5.3301 -0.8319
32 H 3.1375 1.3565 0.2678
33 H 0.5205 -1.9268 -5.7028
34 H -0.7884 -3.1039 -5.6457
35 H 0.1152 3.2322 -1.0183
36 H 0.6824 0.8370 0.2871
37 H 2.6640 2.9546 0.8841
38 H -1.1848 -3.6234 1.1170
39 H 3.1137 3.0137 -1.5567
40 H -0.5974 -0.4439 -4.0663
41 H 1.9211 1.7391 -1.8276
42 H -1.0735 1.6707 3.2216
43 H 0.9650 3.8939 -2.4134

natural (NBO) population analysis, charges in e, atoms 1 to 8: number 1, O, carries -0.625; number 2, O, carries -0.608; number 3, N, carries -0.632; number 4, N, carries -0.198; number 5, N, carries -0.228; number 6, C, carries -0.199; number 7, C, carries -0.620; number 8, C, carries -0.225

***

# 4
A cluster of 6 separate species, CH14O5S2 in total. Source: the Open Molecules 2025 dataset; level of theory: ωB97M-V/def2-TZVPD.

Output
**HOMO**: -9.3 eV
**SMILES string**: CSS.O.O.O.O.O
**E_LUMO**: -0.08 eV
**Max |F|**: 0.6 eV/Å
**Energy above the lowest of the compared OMol25 structures with the same formula, charge and spin**: 24.1 kcal/mol

CARTESIAN COORDINATES (ANGSTROEM)
1 S 1.0863 -2.8430 0.3876
2 S 0.4009 -4.3285 -0.8717
3 O 1.1461 0.3029 -1.8260
4 O 0.6770 -0.2648 3.6680
5 O 1.5215 2.2784 2.0400
6 O -2.8681 1.7023 1.1637
7 O -0.1835 3.2918 -0.3774
8 C 0.2404 -3.5159 -2.4902
9 H -1.1422 3.2682 -0.2950
10 H 0.8710 -0.3765 2.7320
11 H 1.3024 -0.6486 -1.8590
12 H -2.9986 1.4103 0.2558
13 H 0.2051 0.3558 -2.0501
14 H -0.7863 -3.2019 -2.6402
15 H -0.1223 -2.3362 0.6858
16 H -3.5888 2.3189 1.3270
17 H 1.0531 2.9986 2.4730
18 H 0.5983 0.6960 3.6908
19 H 1.1948 2.3622 1.1245
20 H -0.0463 3.4926 -1.3081
21 H 0.9402 -2.7011 -2.5955
22 H 0.4988 -4.2616 -3.2349

natural (NBO) population analysis, charges in e, atoms 1 to 8: number 1, S, carries -0.127; number 2, S, carries 0.085; number 3, O, carries -0.929; number 4, O, carries -0.939; number 5, O, carries -0.960; number 6, O, carries -0.934; number 7, O, carries -0.948; number 8, C, carries -0.745